(1)
{
  "formula": "C26H58ClCsF4K2N7O23P2S3",
  "method": "ωB97M-V/def2-TZVPD",
  "symbols": ["C", "C", "C", "F", "N", "C", "N", "C", "N", "C", "P", "N", "O", "O", "C", "C", "C", "C", "C", "O", "P", "N", "O", "O", "N", "C", "N", "C", "H", "H", "H", "H", "H", "H", "H", "H", "H", "H", "H", "H", "H", "H", "H", "H", "H", "H", "H", "H", "H", "H", "H", "H", "H", "H", "H", "H", "H", "H", "H", "H", "H", "C", "C", "O", "S", "O", "O", "O", "H", "H", "H", "H", "O", "S", "O", "O", "O", "K", "K", "O", "Cl", "O", "O", "O", "C", "C", "O", "C", "O", "C", "F", "F", "F", "H", "H", "H", "H", "H", "H", "C", "C", "O", "C", "H", "H", "H", "H", "H", "H", "Cs", "C", "S", "O", "C", "H", "H", "H", "H", "H", "H", "C", "C", "O", "O", "H", "H", "H"],
  "positions_angstrom": [[-1.19, 0.70, 3.89], [-2.14, 1.70, 4.65], [-2.61, 2.95, 3.77], [-1.95, 4.08, 4.28], [-2.12, 2.84, 2.37], [-2.89, 2.45, 1.37], [-4.27, 2.04, 1.44], [-4.57, 0.85, 2.26], [-3.70, -0.27, 1.83], [-4.74, 2.09, 0.05], [-6.16, 1.01, -0.52], [-5.92, -0.55, -0.30], [-6.44, 1.19, -2.18], [-7.54, 1.50, 0.35], [-3.53, 2.30, -1.02], [-3.36, 0.99, -1.92], [-1.88, 0.71, -2.41], [-1.82, -0.33, -3.58], [-2.33, -1.77, -3.15], [-2.31, -2.60, -4.32], [-3.94, 3.92, -1.98], [-3.70, 5.23, -1.03], [-5.66, 4.00, -2.40], [-3.07, 3.97, -3.46], [-2.43, 2.38, 0.00], [-1.26, 3.26, -0.34], [0.04, 2.60, 0.07], [1.02, 2.89, -1.03], [-0.14, 1.10, 3.76], [-1.54, 0.40, 2.87], [-1.12, -0.24, 4.52], [-3.05, 1.17, 5.04], [-1.60, 2.10, 5.56], [-3.72, 3.09, 3.76], [-1.14, 3.09, 2.25], [-4.32, 1.02, 3.35], [-5.67, 0.58, 2.26], [-4.05, -1.17, 2.15], [-3.52, -0.25, 0.83], [-5.23, 3.14, 0.01], [-6.64, -0.92, 0.34], [-6.76, 0.31, -2.47], [-7.84, 0.76, 0.90], [-3.65, 0.10, -1.29], [-4.01, 1.04, -2.84], [-1.37, 1.68, -2.67], [-1.31, 0.27, -1.53], [-0.72, -0.46, -3.84], [-2.30, 0.05, -4.52], [-1.63, -2.25, -2.41], [-3.35, -1.66, -2.68], [-2.23, -2.00, -5.07], [-3.00, 5.85, -1.52], [-5.82, 3.46, -3.22], [-2.16, 3.55, -3.39], [-1.37, 4.23, 0.22], [-1.17, 3.47, -1.44], [0.44, 3.10, 0.87], [1.13, 4.04, -1.08], [2.01, 2.36, -0.77], [0.67, 2.46, -2.05], [4.39, 1.95, 3.24], [4.33, 1.24, 1.91], [3.40, 2.00, 1.13], [3.50, 3.55, 1.55], [4.35, 4.22, 0.61], [2.18, 4.02, 1.87], [4.33, 3.35, 2.92], [3.53, 1.70, 3.86], [5.31, 1.72, 3.78], [4.00, 0.20, 2.00], [5.29, 1.26, 1.40], [-7.16, -4.32, -2.36], [-5.78, -3.92, -2.69], [-5.78, -2.53, -3.20], [-5.25, -4.82, -3.73], [-4.95, -4.00, -1.48], [1.77, 4.27, -2.81], [-1.41, 5.86, -3.34], [0.28, 7.94, 2.13], [0.40, 8.08, 0.70], [-0.60, 9.01, 0.21], [0.18, 6.79, 0.07], [1.72, 8.56, 0.35], [6.03, -3.28, -1.68], [5.78, -4.20, -0.50], [6.53, -3.88, 0.66], [6.08, -2.80, 1.52], [4.81, -2.93, 1.85], [6.41, -1.38, 0.94], [7.61, -1.37, 0.31], [6.51, -0.46, 1.93], [5.52, -0.89, 0.06], [7.10, -3.03, -1.76], [5.71, -3.76, -2.61], [5.48, -2.35, -1.59], [6.11, -5.20, -0.78], [4.71, -4.29, -0.28], [6.82, -2.87, 2.34], [1.80, -4.01, -5.29], [2.68, -4.03, -4.06], [3.88, -3.90, -4.14], [2.00, -4.23, -2.73], [2.42, -3.86, -6.17], [1.28, -4.97, -5.38], [1.08, -3.19, -5.22], [1.48, -5.20, -2.72], [1.29, -3.42, -2.55], [2.75, -4.23, -1.94], [-5.94, 5.64, -1.26], [3.16, -1.98, 6.56], [3.59, -0.27, 6.20], [3.62, -0.12, 4.71], [5.30, -0.39, 6.75], [2.12, -2.15, 6.25], [3.81, -2.66, 6.01], [3.25, -2.16, 7.63], [5.82, -1.16, 6.19], [5.32, -0.62, 7.82], [5.79, 0.57, 6.58], [1.65, -9.30, -3.60], [1.44, -7.81, -3.33], [1.84, -7.03, -4.22], [0.89, -7.55, -2.23], [2.13, -9.46, -4.57], [2.28, -9.73, -2.82], [0.69, -9.82, -3.60]],
  "energy_ev": -193073.9777,
  "homo_energy_ev": -4.125,
  "max_force_ha_per_bohr": 0.320,
  "total_charge": -1,
  "orbital_gap_ev": 1.301
}

=====

(2)
{
  "formula": "C26H59N10O25PSi",
  "method": "ωB97M-V/def2-TZVPD",
  "symbols": ["C", "C", "C", "C", "P", "C", "C", "O", "C", "O", "O", "C", "C", "C", "O", "Si", "C", "C", "C", "C", "C", "C", "O", "H", "H", "H", "H", "H", "H", "H", "H", "H", "H", "H", "H", "H", "H", "H", "H", "H", "H", "H", "H", "H", "H", "H", "H", "H", "H", "H", "H", "H", "C", "N", "O", "O", "H", "H", "H", "C", "N", "O", "O", "H", "H", "H", "C", "N", "O", "O", "H", "H", "H", "C", "N", "O", "O", "H", "H", "H", "C", "N", "O", "O", "H", "H", "H", "C", "N", "O", "O", "H", "H", "H", "C", "N", "O", "O", "H", "H", "H", "C", "N", "O", "O", "H", "H", "H", "C", "N", "O", "O", "H", "H", "H", "C", "N", "O", "O", "H", "H", "H"],
  "positions_angstrom": [[0.49, -4.56, 1.50], [1.10, -3.61, 1.10], [1.84, -2.45, 0.60], [1.00, -1.44, -0.18], [-0.25, -2.38, -1.26], [0.97, -3.31, -2.30], [-0.83, -1.13, -2.48], [1.88, -0.72, -1.15], [1.38, 0.51, -1.32], [1.78, 1.30, -2.12], [0.37, 0.75, -0.46], [0.56, -0.19, 0.63], [1.82, 0.34, 1.41], [1.91, 1.86, 1.45], [3.16, 2.25, 2.03], [4.37, 2.68, 0.98], [3.87, 4.11, -0.12], [5.81, 3.22, 2.05], [4.95, 1.27, -0.12], [-0.55, -0.26, 1.66], [-2.02, -0.54, 1.34], [-2.64, 0.35, 0.26], [-2.29, -1.89, 1.02], [0.04, -5.46, 1.86], [2.65, -2.79, -0.05], [2.30, -1.98, 1.47], [1.91, -3.47, -1.79], [1.17, -2.76, -3.22], [0.54, -4.27, -2.56], [-0.05, -0.91, -3.23], [-1.12, -0.19, -2.02], [-1.67, -1.57, -3.01], [1.73, 0.00, 2.44], [2.76, -0.07, 1.03], [1.82, 2.31, 0.46], [1.12, 2.29, 2.08], [3.13, 4.77, 0.34], [3.49, 3.77, -1.09], [4.77, 4.71, -0.31], [5.64, 4.18, 2.53], [6.04, 2.46, 2.80], [6.68, 3.30, 1.40], [4.86, 0.28, 0.33], [4.46, 1.28, -1.10], [6.02, 1.44, -0.30], [-0.22, -0.98, 2.41], [-0.55, 0.72, 2.16], [-2.55, -0.32, 2.28], [-3.63, 0.68, 0.59], [-2.79, -0.22, -0.65], [-2.05, 1.25, 0.08], [-1.97, -2.45, 1.74], [0.52, 3.79, -3.44], [0.22, 5.24, -3.40], [0.85, 5.98, -4.13], [-0.65, 5.61, -2.62], [1.30, 3.62, -4.16], [0.83, 3.48, -2.44], [-0.40, 3.28, -3.71], [5.29, -5.80, -2.71], [3.82, -5.56, -2.77], [3.43, -4.55, -3.33], [3.10, -6.39, -2.27], [5.78, -4.97, -3.20], [5.55, -5.87, -1.66], [5.47, -6.75, -3.21], [-2.78, 7.38, -3.79], [-4.21, 7.80, -3.74], [-4.57, 8.71, -4.46], [-4.94, 7.19, -2.98], [-2.27, 8.00, -4.50], [-2.37, 7.49, -2.79], [-2.77, 6.33, -4.08], [-1.90, -0.16, 5.71], [-1.21, -1.38, 5.22], [-1.80, -2.06, 4.39], [-0.12, -1.64, 5.67], [-2.86, -0.09, 5.22], [-2.01, -0.25, 6.78], [-1.27, 0.69, 5.45], [3.33, -0.56, -3.94], [4.25, -1.58, -4.51], [3.94, -2.12, -5.55], [5.26, -1.82, -3.88], [2.48, -0.47, -4.61], [3.03, -0.91, -2.96], [3.88, 0.37, -3.86], [-5.69, -2.80, 7.65], [-4.67, -1.83, 7.17], [-3.50, -2.05, 7.43], [-5.06, -0.86, 6.56], [-5.17, -3.59, 8.17], [-6.37, -2.26, 8.30], [-6.21, -3.18, 6.77], [-7.86, 6.94, -4.69], [-8.41, 5.68, -5.26], [-9.61, 5.60, -5.44], [-7.61, 4.80, -5.51], [-8.69, 7.62, -4.52], [-7.36, 6.69, -3.76], [-7.15, 7.34, -5.40], [-2.15, -5.26, 5.78], [-3.60, -5.08, 6.06], [-4.19, -4.20, 5.46], [-4.11, -5.82, 6.88], [-1.85, -4.53, 5.04], [-1.63, -5.12, 6.72], [-2.02, -6.28, 5.43], [1.95, -7.75, -5.41], [2.92, -8.74, -5.95], [2.67, -9.26, -7.02], [3.91, -8.95, -5.28], [1.13, -7.64, -6.11], [1.61, -8.12, -4.44], [2.49, -6.81, -5.28], [-0.42, 5.07, 4.52], [-0.51, 3.72, 3.89], [-0.86, 3.65, 2.74], [-0.21, 2.77, 4.58], [-0.71, 5.81, 3.78], [-1.08, 5.07, 5.38], [0.61, 5.20, 4.84]],
  "energy_ev": -111146.4238,
  "homo_energy_ev": -8.338,
  "max_force_ha_per_bohr": 0.026,
  "smiles": "C#CC[C@]1(P(C)C)OC(=O)O[C@@]1(CCO[Si](C)(C)C)C[C@@H](C)O.C[N+](=O)[O-].C[N+](=O)[O-].C[N+](=O)[O-].C[N+](=O)[O-].C[N+](=O)[O-].C[N+](=O)[O-].C[N+](=O)[O-].C[N+](=O)[O-].C[N+](=O)[O-].C[N+](=O)[O-]",
  "total_charge": 0,
  "orbital_gap_ev": 7.981
}

=====

Short version: LUMO level = -2.82, -0.36 eV, in the order given.